This record from the OMol25 dataset describes a 3-piece molecular cluster, C16H36BrN2 overall in a non-equilibrium geometry. The level of theory is ωB97M-V/def2-TZVPD.

Each line ends with the Löwdin charge.
Cartesian coordinates (Å):
C (4.22, 5.84, 16.02)  -0.052
C (5.69, 5.24, 15.92)  -0.217
C (6.45, 6.08, 14.95)  -0.179
N (7.95, 6.00, 15.03)  -0.240
C (8.46, 4.75, 14.29)  0.033
C (8.59, 7.22, 14.35)  -0.154
C (9.32, 7.92, 15.51)  -0.149
C (9.72, 6.79, 16.46)  -0.148
C (8.40, 6.04, 16.49)  -0.132
H (4.23, 6.91, 15.86)  0.073
H (3.97, 5.44, 17.02)  0.084
H (3.59, 5.42, 15.27)  0.063
H (5.73, 4.20, 15.53)  0.121
H (6.08, 5.28, 16.95)  0.099
H (6.16, 7.13, 15.20)  0.136
H (6.14, 6.08, 13.92)  0.107
H (8.15, 4.92, 13.23)  0.113
H (7.98, 3.85, 14.70)  0.104
H (9.51, 4.64, 14.39)  0.091
H (9.25, 6.85, 13.58)  0.100
H (7.79, 7.80, 13.92)  0.007
H (10.14, 8.63, 15.22)  0.139
H (8.61, 8.58, 16.03)  0.121
H (10.46, 6.13, 15.91)  0.133
H (10.10, 7.07, 17.44)  0.123
H (8.36, 4.97, 16.97)  0.174
H (7.71, 6.62, 17.03)  0.106
C (5.08, 4.36, 8.08)  -0.107
C (6.07, 5.36, 8.62)  -0.211
C (5.64, 6.87, 8.50)  -0.150
N (6.46, 7.63, 7.50)  -0.272
C (6.32, 7.17, 6.08)  0.024
C (7.94, 7.56, 7.85)  -0.153
C (8.51, 8.96, 7.83)  -0.142
C (7.31, 9.77, 8.38)  -0.146
C (6.15, 9.17, 7.54)  -0.055
H (5.44, 3.31, 8.20)  0.090
H (4.86, 4.57, 7.01)  0.077
H (4.11, 4.32, 8.55)  0.070
H (6.98, 5.36, 8.01)  0.087
H (6.36, 5.14, 9.64)  0.087
H (5.80, 7.37, 9.39)  -0.043
H (4.61, 6.98, 8.15)  0.139
H (7.08, 7.65, 5.52)  0.102
H (5.28, 7.49, 5.81)  0.132
H (6.39, 6.12, 6.13)  0.080
H (8.39, 6.75, 7.22)  0.142
H (8.07, 7.20, 8.86)  0.043
H (8.99, 9.26, 6.89)  0.124
H (9.23, 9.05, 8.60)  0.097
H (7.39, 10.84, 8.22)  0.121
H (7.14, 9.55, 9.45)  0.022
H (6.09, 9.49, 6.51)  0.123
H (5.22, 9.23, 8.08)  0.123
Br (7.21, 7.75, 11.36)  -0.058

Computed properties:
DFT total energy = -3314.49772 hartree
Multiplicity = 1
E_HOMO = -10.5 eV
Net charge = +1
Gap between HOMO and LUMO = 8.81 eV